22
Properties=species:S:1:pos:R:3:forces:R:3 method="wB97M-V/def2-TZVPD" total_charge=+1 total_energy_ev=-14034.1723 fmax_ev_per_a=7.9 multiplicity=3 e_homo_ev="-7.9 / -14.1" relative_energy_kj_mol=319.2 s2=2.0051 homo_lumo_gap_ev="4.71 / 8.25"
C -0.683 -2.014 1.088 -0.139 0.850 0.489
C -0.075 -2.454 -0.178 1.096 0.609 -0.619
C 1.282 -0.150 0.611 -5.199 0.299 2.196
C 0.050 -1.037 0.230 3.517 -5.257 4.333
C 0.690 1.108 -0.137 -1.425 -1.228 1.057
C -0.612 0.507 -0.704 -2.490 6.355 -3.911
N 0.350 2.304 0.794 2.164 -0.636 -1.588
O 1.498 1.637 -1.079 0.217 -0.307 -1.588
O -0.525 0.409 -2.081 -0.048 -0.677 -0.004
O -1.830 0.997 -0.288 0.177 -0.429 0.433
H -1.715 -2.262 1.200 -0.975 0.612 -0.167
H -0.197 -2.129 2.021 0.654 -0.472 0.893
H 0.741 -3.153 -0.218 0.261 -0.122 -0.189
H -0.832 -2.516 -0.930 -0.333 -0.741 -0.674
H 1.429 0.038 1.726 -0.506 -0.278 -1.203
H 2.135 -0.558 0.271 3.049 -0.876 -1.717
H 1.147 2.921 0.434 -1.151 -0.367 1.536
H 0.295 2.082 1.813 0.118 0.450 -0.932
H -0.490 2.646 0.363 -1.003 0.630 0.446
H 1.265 1.112 -1.886 0.574 0.924 0.194
H -1.362 0.127 -2.520 0.868 0.244 0.581
H -2.561 0.385 -0.530 0.573 0.417 0.433